[1]
CH4Br2N3O | ωB97M-V/def2-TZVPD

Computed properties:
E_tot	-5427.525539	hartree
net charge	+1
E_LUMO (spin up / spin down)	-5.84 / -7.60	eV
highest occupied orbital energy (spin up / spin down)	-10.7 / -14.4	eV
2S+1	3

Last column: Löwdin spin population.
Positions of all 11 atoms, in Å:
Br (-1.08164, 3.61603, 0.66721)  0.167
Br (0.96685, -0.46288, -2.21265)  0.818
O (-1.61085, 0.13781, 0.45556)  0.106
N (-0.17260, 1.91081, 0.15434)  0.016
N (0.32304, -1.73750, 0.20454)  0.056
N (0.80210, -0.44356, -0.30174)  0.697
C (-0.69984, 0.76396, 0.19379)  0.110
H (0.68213, -2.39294, -0.47818)  0.004
H (0.69662, 2.13416, -0.15445)  0.001
H (0.88192, -1.76310, 1.07817)  0.012
H (-0.78773, -1.76278, 0.39343)  0.012

[2]
CH4Br2Si | ωB97M-V/def2-TZVPD

Computed properties:
E_tot	-5477.970724	hartree
net charge	0
E_LUMO	-0.18	eV
energy above the lowest of the compared OMol25 structures with the same formula, charge and spin	293.88	kJ/mol
highest occupied orbital energy	-10.0	eV
2S+1	1

Last column: natural (NBO) charge in e.
Positions of all 8 atoms, in Å:
Br (2.16840, 0.61363, -0.67072)  0.080
Br (0.60023, 0.54181, 2.40017)  -0.041
Si (-0.65429, -0.68320, -0.28880)  0.880
C (0.52241, 0.80295, 0.29241)  -0.688
H (0.12242, 1.74281, -0.03512)  0.222
H (-0.74163, -0.22069, -1.68615)  -0.172
H (-0.07619, -2.12660, -0.32112)  -0.121
H (-1.94136, -0.67071, 0.30933)  -0.161

[3]
CH4BrP | ωB97M-V/def2-TZVPD

Computed properties:
E_tot	-2955.852762	hartree
net charge	0
E_LUMO	0.58	eV
energy above the lowest of the compared OMol25 structures with the same formula, charge and spin	42.08	kJ/mol
highest occupied orbital energy	-9.3	eV
2S+1	1

Last column: natural (NBO) charge in e.
Positions of all 7 atoms, in Å:
Br (-2.95654, -0.20600, 0.03843)  -0.242
P (-1.21164, 1.16570, -0.06194)  0.523
C (0.15719, -0.08216, -0.46120)  -0.949
H (-0.95042, 1.21487, 1.27897)  -0.052
H (0.21877, -0.42549, -1.54622)  0.248
H (0.01454, -0.99714, 0.40395)  0.235
H (1.14500, 0.31046, -0.16760)  0.236

[4]
CH4Cl2N2O2S2 | ωB97M-V/def2-TZVPD

Computed properties:
E_tot	-2017.215108	hartree
net charge	0
E_LUMO	0.26	eV
highest occupied orbital energy	-9.9	eV
2S+1	1

Last column: natural (NBO) charge in e.
Positions of all 13 atoms, in Å:
Cl (-3.85564, 0.45110, -0.54563)  0.029
Cl (-2.25877, -1.82537, 0.24870)  -0.017
S (1.08294, 0.58110, -0.15605)  2.405
S (-1.40289, 0.85821, 0.99870)  0.434
O (1.75693, 1.79180, 0.32734)  -0.941
O (0.48659, 0.60219, -1.43157)  -0.926
N (0.11414, -0.03760, 1.02395)  -1.013
N (2.25694, -0.61067, -0.15802)  -1.080
C (-2.23390, -0.14003, -0.28435)  -0.384
H (-1.74115, -0.15940, -1.17160)  0.226
H (0.46147, -0.15879, 1.98821)  0.443
H (3.11811, -0.25506, 0.19213)  0.413
H (2.21523, -1.09747, -1.03181)  0.410

[5]
CH4Cl2N2OS2 | ωB97M-V/def2-TZVPD

Computed properties:
E_tot	-1941.863750	hartree
net charge	0
E_LUMO	-1.19	eV
energy above the lowest of the compared OMol25 structures with the same formula, charge and spin	211.43	kJ/mol
highest occupied orbital energy	-9.7	eV
2S+1	1

Last column: natural (NBO) charge in e.
Positions of all 12 atoms, in Å:
Cl (0.05480, 1.41301, -1.06845)  0.161
Cl (-2.21287, -1.57261, -0.81726)  0.009
S (0.79140, -1.64065, 0.61497)  1.128
S (2.56884, -2.14523, 0.91778)  -0.307
O (-0.02964, -1.50220, 1.78240)  -0.865
N (1.06991, 0.91981, 0.13888)  -0.466
N (-2.24217, -0.44233, -2.23035)  -0.721
C (1.27509, 1.44084, 1.26883)  -0.031
H (2.07836, 1.00878, 1.84629)  0.208
H (-2.94522, 0.11086, -1.73873)  0.365
H (0.97339, 2.42505, 1.49544)  0.171
H (-1.38189, -0.01533, -2.20981)  0.348

[6]
CH4Cl2NPS | ωB97M-V/def2-TZVPD

Computed properties:
E_tot	-1755.238304	hartree
net charge	0
E_LUMO	-0.05	eV
energy above the lowest of the compared OMol25 structures with the same formula, charge and spin	0.00	kJ/mol
highest occupied orbital energy	-9.5	eV
2S+1	1

Last column: natural (NBO) charge in e.
Positions of all 10 atoms, in Å:
Cl (-2.45409, 0.65332, -1.40953)  -0.219
Cl (-1.64115, 1.11140, 1.67565)  -0.290
S (-1.59506, -2.09013, 0.37553)  -0.439
P (-1.28806, -0.19020, -0.00092)  1.242
N (0.30911, 0.28957, -0.61361)  -0.906
C (1.40871, -0.09096, 0.18802)  -0.417
H (0.21591, 1.05731, -1.21620)  0.407
H (1.51219, 0.50792, 1.00253)  0.190
H (2.23703, -0.20172, -0.48003)  0.213
H (1.29543, -1.04651, 0.47857)  0.217

[7]
CH4Cl2P2S | ωB97M-V/def2-TZVPD

Computed properties:
E_tot	-2041.760740	hartree
net charge	0
E_LUMO	-0.39	eV
energy above the lowest of the compared OMol25 structures with the same formula, charge and spin	112.42	kJ/mol
highest occupied orbital energy	-8.6	eV
2S+1	1

Last column: natural (NBO) charge in e.
Positions of all 10 atoms, in Å:
Cl (-3.03519, -0.01885, 1.29438)  -0.250
Cl (-1.85870, 0.95016, -1.43418)  -0.264
S (-0.91115, -2.37937, -0.15277)  -0.458
P (-1.50283, 1.00713, 0.53998)  0.520
P (-0.09541, -0.79040, 0.51910)  0.499
C (1.65685, 0.36245, -0.66755)  -0.679
H (2.30834, -0.43943, -1.04836)  0.228
H (0.33060, -0.57858, 1.91765)  -0.010
H (1.76632, 0.77817, 0.37856)  0.204
H (1.34116, 1.10874, -1.34682)  0.210

[8]
CH4ClN3O | ωB97M-V/def2-TZVPD

Computed properties:
E_tot	-740.048317	hartree
net charge	0
E_LUMO (spin up / spin down)	0.57 / -0.28	eV
energy above the lowest of the compared OMol25 structures with the same formula, charge and spin	0.00	kJ/mol
highest occupied orbital energy (spin up / spin down)	-6.6 / -10.7	eV
2S+1	3

Last column: Löwdin spin population.
Positions of all 10 atoms, in Å:
Cl (-2.45189, 0.53582, -0.42300)  0.011
O (1.89321, -1.00017, -0.97968)  0.235
N (0.50968, 2.01744, 0.09873)  0.300
N (0.05388, -1.95378, 0.13033)  0.132
N (1.25311, 1.14354, 0.45849)  0.701
C (0.94354, -0.98277, -0.26184)  0.518
H (0.90223, 2.94888, -0.02505)  0.076
H (-2.92792, 1.74845, 0.01043)  0.001
H (0.59897, -2.75301, 0.43955)  0.020
H (-0.77481, -1.70441, 0.55203)  0.007

[9]
CH4ClNP2 | ωB97M-V/def2-TZVPD

Computed properties:
E_tot	-1238.127350	hartree
net charge	0
E_LUMO	-0.39	eV
energy above the lowest of the compared OMol25 structures with the same formula, charge and spin	58.58	kJ/mol
highest occupied orbital energy	-8.7	eV
2S+1	1

Last column: natural (NBO) charge in e.
Positions of all 9 atoms, in Å:
Cl (3.94521, -0.27562, 1.03765)  -0.289
P (0.63208, 1.02439, 0.05842)  1.090
P (2.38763, -0.19794, 2.28048)  0.809
N (1.02933, 0.09229, 1.20401)  -1.250
C (-1.13943, 0.44144, -0.01426)  -1.008
H (-1.48163, 0.04978, 1.05177)  0.254
H (-1.32555, -0.43729, -0.61907)  0.246
H (1.95450, -1.42644, 2.45651)  -0.073
H (-1.76665, 1.33784, -0.36107)  0.222

[10]
CH4ClP | ωB97M-V/def2-TZVPD

Computed properties:
E_tot	-841.971025	hartree
net charge	0
E_LUMO	0.06	eV
energy above the lowest of the compared OMol25 structures with the same formula, charge and spin	142.53	kJ/mol
highest occupied orbital energy	-9.4	eV
2S+1	1

Last column: natural (NBO) charge in e.
Positions of all 7 atoms, in Å:
Cl (2.48821, 0.12045, 0.12172)  -0.258
P (-1.13286, 1.36965, 0.10366)  0.419
C (-1.06422, -0.25919, -0.36221)  -0.739
H (2.08577, -1.08459, 0.05564)  0.260
H (-0.33667, 1.21962, 1.18274)  -0.070
H (-1.76504, -0.57856, -1.05899)  0.204
H (-0.27518, -0.78736, -0.04256)  0.184